(1)
Computed, not measured: a 5-piece molecular cluster, C6H23N2O4 overall in a non-equilibrium geometry, with ωB97M-V with the def2-TZVPD basis set.

Results
HOMO (alpha / beta) ... -2.015 / -8.499 eV
Multiplicity ... 2
Relative energy (zero: lowest compared OMol25 entry of this formula, charge and spin) ... 0.0000 eV
⟨S²⟩ ... 0.75
Total charge ... 0
Lowest unoccupied orbital energy (alpha / beta) ... 0.492 / 0.524 eV
Energy ... -17761.999 eV
Gap between HOMO and LUMO (alpha / beta) ... 2.51 / 9.02 eV
F_max ... 2.34 eV/A

Cartesian coordinates (Å):
H  1.179  -2.119  -0.403
H  1.346  -2.762  2.152
H  -1.773  -1.835  2.557
H  -1.798  -0.346  1.688
H  0.598  -0.371  -1.970
H  1.413  0.582  -2.874
O  -3.690  -1.202  -1.617
H  -4.010  -2.100  -1.503
H  2.570  -1.127  0.883
C  0.965  -1.748  2.136
H  -2.254  3.652  -1.380
H  -0.695  -2.521  -1.881
O  0.779  3.474  -0.726
H  -0.156  3.212  -0.835
H  0.568  0.680  1.448
N  2.160  1.256  0.314
N  -0.631  -1.700  -1.294
H  1.623  0.939  -0.511
C  1.641  0.676  1.617
O  1.232  0.375  -1.951
H  -2.534  2.410  -0.495
H  1.948  1.374  2.376
H  3.170  1.045  0.180
C  -0.185  -1.663  1.112
C  0.147  -1.946  -0.147
C  -1.591  -1.413  1.566
C  2.081  -0.766  1.796
H  0.551  -1.578  3.141
O  -1.884  2.795  -1.096
H  -1.586  -1.399  -1.123
H  -2.279  -1.781  0.816
H  2.142  2.278  0.402
H  2.907  -0.866  2.488
H  0.963  4.118  -1.423
H  -4.401  -0.559  -1.546

These are the natural (NBO) partial charges, in e, on atoms 1 to 2: H 0.18; H 0.22

***

(2)
Computed, not measured: one molecule with the formula C3H6N2S in a non-equilibrium geometry, with ωB97M-V with the def2-TZVPD basis set.

Results
HOMO ... -8.494 eV
Multiplicity ... 1
Relative energy (zero: lowest compared OMol25 entry of this formula, charge and spin) ... 1.9592 eV
Structure (SMILES) ... N[C@H]1CNC1=S
Total charge ... 0
Lowest unoccupied orbital energy ... 0.724 eV
Energy ... -17022.082 eV
Gap between HOMO and LUMO ... 9.22 eV
F_max ... 4.28 eV/A

Cartesian coordinates (Å):
S  2.669  0.110  0.019
C  -0.919  -0.879  0.113
H  -1.391  -1.317  0.970
H  -0.059  0.605  1.544
H  -0.729  2.433  0.233
H  0.653  -2.311  -0.747
C  1.109  -0.304  0.008
N  0.368  -1.383  -0.341
C  -0.112  0.444  0.419
N  -0.448  1.555  -0.401
H  0.475  1.752  -1.088
H  -1.615  -0.705  -0.730

These are the natural (NBO) partial charges, in e, on atoms 1 to 2: S -0.12; C -0.22

***

(3)
Computed, not measured: C20H14Cl5N7O3S3SeY as an isolated structure, with ωB97M-V with the def2-TZVPD basis set.

Results
HOMO ... -5.353 eV
Multiplicity ... 1
Relative energy (zero: lowest compared OMol25 entry of this formula, charge and spin) ... 0.1399 eV
Total charge ... -1
Lowest unoccupied orbital energy ... 1.992 eV
Energy ... -199055.573 eV
Gap between HOMO and LUMO ... 7.35 eV
F_max ... 0.98 eV/A

Cartesian coordinates (Å):
S  -3.231  3.025  2.866
C  -3.962  -2.072  -2.033
C  4.070  0.608  -3.253
C  -4.604  -1.034  -2.700
N  3.205  -0.292  2.241
C  -2.836  1.682  1.842
H  2.032  3.305  -3.092
C  -1.558  3.205  3.239
H  1.573  -2.328  1.772
Se  -1.587  -1.354  2.813
S  2.948  1.992  3.689
H  1.686  -4.089  -0.222
C  1.354  -2.417  -1.537
H  -4.735  1.058  1.555
C  2.501  2.365  -2.840
C  -2.370  -0.493  -1.004
H  3.878  -1.026  -1.837
H  4.844  0.138  -3.841
H  3.890  2.392  -4.453
O  2.209  -0.157  -0.323
H  3.114  -0.446  1.225
N  -1.080  -4.305  2.897
C  1.987  1.680  -1.722
Cl  -2.149  -3.126  -0.372
H  0.251  -3.058  1.198
C  -3.076  0.504  -1.671
H  1.179  3.646  4.130
N  -3.806  1.022  1.174
H  4.163  -0.198  2.541
C  0.587  2.004  2.804
Y  -0.200  -0.336  0.238
N  -1.555  1.414  1.766
N  1.006  -2.428  0.936
C  3.525  1.849  -3.590
S  0.662  2.235  -0.805
O  2.036  -2.712  -2.513
O  0.324  -1.655  -1.526
Cl  -5.947  -1.361  -3.734
C  -1.315  -3.171  2.871
C  1.408  2.748  3.584
H  -1.217  3.941  3.945
C  3.573  -0.043  -2.159
N  2.595  0.503  -1.405
H  2.832  -2.769  -0.049
C  -4.161  0.272  -2.513
C  -0.838  2.260  2.594
C  2.395  0.746  2.621
Cl  -2.623  2.174  -1.428
H  -3.527  0.129  0.784
C  1.776  -3.002  -0.176
Cl  -4.975  1.563  -3.325
C  -2.874  -1.775  -1.211
Cl  -4.532  -3.690  -2.235
N  1.153  0.877  2.244

These are the natural (NBO) partial charges, in e, on atoms 1 to 2: S 0.37; C -0.14

***

(4)
Computed, not measured: an isolated ion of composition C6H8NO3S and charge -1 in a non-equilibrium geometry, with ωB97M-V with the def2-TZVPD basis set.

Results
HOMO ... -3.456 eV
Multiplicity ... 1
Relative energy (zero: lowest compared OMol25 entry of this formula, charge and spin) ... 1.9681 eV
Structure (SMILES) ... CO[C@]1(C(=O)[O-])C=NCCS1
Total charge ... -1
Lowest unoccupied orbital energy ... 3.303 eV
Energy ... -24818.600 eV
Gap between HOMO and LUMO ... 6.76 eV
F_max ... 4.91 eV/A

Cartesian coordinates (Å):
H  -1.135  -1.972  -1.353
H  -2.518  -1.451  -2.268
H  2.937  -0.519  1.194
C  0.565  0.417  -0.774
C  -1.036  2.192  0.272
H  1.850  -1.729  0.575
C  0.858  -0.331  1.966
O  -1.737  0.195  -1.114
S  -0.920  -0.481  1.349
H  -0.745  -0.936  -2.548
N  1.740  0.182  -0.275
O  -0.685  2.435  1.383
C  1.942  -0.668  0.952
H  0.845  -1.026  2.813
C  -1.539  -1.056  -1.838
H  0.657  0.891  -1.649
O  -1.483  2.788  -0.674
H  1.160  0.677  2.214
C  -0.757  0.392  -0.225

These are the natural (NBO) partial charges, in e, on atoms 1 to 2: H 0.18; H 0.18

***

(5)
Computed, not measured: a 2-piece molecular cluster, C6H13N3O overall in a non-equilibrium geometry, with ωB97M-V with the def2-TZVPD basis set.

Results
HOMO ... -9.025 eV
Multiplicity ... 1
Relative energy (zero: lowest compared OMol25 entry of this formula, charge and spin) ... 3.5281 eV
Structure (SMILES) ... C/N=C(\N)C=O.CN1CC1
Total charge ... 0
Lowest unoccupied orbital energy ... 0.141 eV
Energy ... -12948.188 eV
Gap between HOMO and LUMO ... 9.17 eV
F_max ... 1.41 eV/A

Cartesian coordinates (Å):
H  2.114  1.394  -0.646
H  2.820  0.235  1.302
C  -0.675  1.801  -0.453
H  -1.991  -0.352  1.749
N  1.945  -0.736  -0.450
H  3.242  0.407  -1.618
C  2.345  -0.683  0.941
N  -1.494  0.427  1.333
H  0.472  0.343  0.659
O  -0.159  2.567  0.332
H  2.758  -1.600  1.348
N  -1.932  -0.136  -0.949
H  -1.031  1.131  1.892
C  2.222  0.460  -1.230
H  -3.038  -1.844  -1.415
C  -1.440  0.588  -0.017
H  -2.028  -2.003  0.050
C  -2.668  -1.311  -0.527
H  0.268  -1.468  0.681
H  1.531  0.507  -2.081
C  0.915  -0.605  0.557
H  -0.641  1.922  -1.561
H  -3.535  -1.044  0.103

These are the natural (NBO) partial charges, in e, on atoms 1 to 2: H 0.17; H 0.19

***

- The lowest relative energy (zero: lowest compared OMol25 entry of this formula, charge and spin) belongs to which entry?
  C6H23N2O4

***

- energy of number 3 (C20H14Cl5N7O3S3SeY)?
  -199055.573 eV

***

- What is the multiplicity in the first record?
  2

***

- total charge of number 2 (C3H6N2S)?
  0